*w*
DFT (ωB97M-V with the def2-TZVPD basis set) results for a structure of composition C3H14NO2S2.

Computed properties:
Charge   +1
LUMO   -9.147 eV
Highest occupied orbital energy   -0.485 hartree

Cartesian coordinates (Å):
1 C -0.78036 1.24388 1.68116
2 H -0.85322 -1.32713 1.02966
3 H 1.08653 -1.75563 3.74973
4 H -1.64536 1.51404 -3.26078
5 H 2.07094 -1.45157 -3.29702
6 H -0.92025 0.73214 2.62766
7 H -0.71288 -0.82574 -0.63635
8 C 0.22527 0.60929 0.68693
9 H 0.84573 -1.90325 2.24762
10 O -1.56965 0.61904 -2.93232
11 O 0.59468 -1.36465 3.01330
12 H -0.65282 2.00231 -0.62536
13 S 1.22407 -2.05342 0.02280
14 S 0.79498 -1.36497 -3.02323
15 H -0.70902 0.22152 -2.78343
16 H 1.06098 -1.47102 -1.50174
17 H -0.49874 2.26293 1.92007
18 C -0.19399 -0.83223 0.31935
19 H -1.73294 1.23293 1.15685
20 H 1.21738 0.72217 1.13113
21 N 0.19992 1.49511 -0.44159
22 H 0.94878 1.69426 -1.08446

***

*x*
DFT (ωB97M-V with the def2-TZVPD basis set) results for a cluster of 3 separate species, C3H14NO2S2 in total.

Computed properties:
Charge   +1
LUMO   -2.979 eV
Highest occupied orbital energy   -0.450 hartree

Cartesian coordinates (Å):
1 S -0.54980 -0.40948 -1.52764
2 H 2.46970 -1.27211 1.91241
3 H 2.95995 0.13736 -1.70408
4 H -2.82065 -0.00843 3.14605
5 H -2.41296 0.93212 -1.65381
6 O 3.08242 -0.59566 -1.07426
7 C 0.43777 -0.90106 1.48419
8 H -2.82231 1.29513 2.44180
9 H 0.37255 -1.79734 0.75991
10 H 1.97055 0.38109 2.19161
11 N 1.90215 -0.48434 1.56630
12 O -2.33003 0.37133 2.49719
13 H -3.05403 -0.52529 -1.84204
14 H 2.91569 -1.31846 -1.60470
15 H -1.32436 0.03048 1.04146
16 H 0.19554 -1.54371 2.38312
17 H 2.26626 -0.13873 0.58334
18 C -2.14308 -0.04023 -2.14460
19 S 0.18422 1.12509 -0.46588
20 H -0.22859 1.07600 2.01423
21 H -2.12851 0.06580 -3.28463
22 C -0.26866 0.34485 1.18779

***

Of them, *x* has the highest stability.

***

*w*
DFT (ωB97M-V with the def2-TZVPD basis set) results for a structure of composition C9H20CdNO8P2SSbSe4.

Computed properties:
Charge   -2
LUMO   4.163 eV
Highest occupied orbital energy   -0.049 hartree

Cartesian coordinates (Å):
1 C -0.26594 -4.40336 2.29657
2 H -4.82643 0.89671 -2.38386
3 P -2.02257 1.39929 -3.42792
4 H -4.59753 -0.63459 -1.51814
5 C 2.99714 4.94873 1.45324
6 H -2.00504 -3.93060 0.99590
7 C -4.21682 -0.00556 -2.32552
8 H -1.97675 -0.42162 0.82433
9 H 1.93422 -3.30274 0.80770
10 H -1.25291 -0.82272 -2.63658
11 H 3.68151 5.46778 2.12498
12 S -0.21262 -2.38222 0.53774
13 Se 3.52286 -0.16159 1.99339
14 H -3.44436 2.91541 -1.06672
15 O -3.59360 2.28281 -0.34382
16 O -1.09634 1.70568 -0.41119
17 Se 2.08992 -1.44345 -1.58574
18 O -2.83894 0.15338 0.66095
19 Se 4.70573 -3.60189 0.18300
20 O -2.00558 -0.89432 -2.02332
21 H 4.42629 3.36547 0.93028
22 C 2.52359 2.75581 0.43329
23 P -2.47622 1.15482 -0.46856
24 H 1.77562 -4.09153 3.04415
25 O -2.70177 1.19357 -4.72923
26 N 1.78109 2.32063 -0.32113
27 H -2.70174 3.41264 -3.65225
28 C 3.41781 3.48445 1.32848
29 C -2.75853 0.33171 -2.08242
30 O -0.62330 -0.96191 0.93236
31 H 3.01542 5.45152 0.48654
32 H 1.77054 -1.76735 1.65058
33 O -0.54483 1.19394 -3.26772
34 C -1.23924 -3.45309 1.60573
35 Se 5.84710 0.08895 -1.36810
36 H 1.98843 5.03101 1.85726
37 O -2.46843 2.88939 -2.87679
38 Sb 4.22346 -1.21436 -0.11824
39 H -0.73829 -4.91898 3.13614
40 C 0.90883 -3.51955 2.71183
41 Cd 0.62423 0.59879 -1.30283
42 H 0.60553 -2.85504 3.52519
43 H -4.29675 -0.53616 -3.27371
44 H -1.71126 -2.78112 2.32486
45 C 1.27916 -2.72762 1.46777
46 H 3.41520 2.95362 2.27902
47 H 0.08215 -5.16472 1.59251

***

*x*
DFT (ωB97M-V with the def2-TZVPD basis set) results for a structure of composition C9H20CdNO8P2SSbSe4.

Computed properties:
Charge   -2
LUMO   4.100 eV
Highest occupied orbital energy   -0.052 hartree

Cartesian coordinates (Å):
1 O -2.59369 -2.89668 -0.86836
2 C 3.12370 -2.51364 2.70506
3 C 3.65213 -2.39010 1.27542
4 N 2.40812 -0.61268 -0.17266
5 O -0.11560 1.39690 -0.33087
6 Cd -0.79618 -0.75920 -0.00048
7 H 2.24506 2.62195 -0.53760
8 O -0.24656 -2.22370 -1.60545
9 H 3.58079 -3.34289 0.74434
10 C 1.84826 2.95037 0.42154
11 O -0.98926 0.74926 -2.79060
12 H -2.26885 -1.03524 -5.22366
13 C 1.05357 4.24793 0.41481
14 O -3.77656 -1.95855 -3.24593
15 H 1.70951 5.11806 0.33446
16 H -4.03204 -2.30642 -2.37878
17 H 3.66985 -3.29465 3.23430
18 Se 1.02569 -1.79682 5.88199
19 H -0.55237 2.51955 2.84510
20 H -0.48283 5.01448 1.77695
21 H 4.70553 -2.09796 1.27436
22 H -1.31427 2.77779 1.25759
23 Se 2.38485 1.32175 3.64775
24 H 2.06376 -2.75915 2.71220
25 O -2.76668 0.07379 -1.07490
26 H 3.24147 -1.57628 3.24702
27 C -2.35753 -1.67278 -3.15918
28 S 0.69725 1.65798 0.95766
29 H -2.51774 -3.67209 -0.29963
30 Se -0.66925 -1.32776 2.43254
31 H -1.89686 -2.75598 -4.93771
32 H -0.57430 1.13564 -1.97454
33 O -3.36070 0.76312 -3.49722
34 C 2.93524 -1.40169 0.47367
35 H 0.36857 4.25631 -0.43811
36 H -0.70628 -1.50757 -4.52487
37 O -1.46572 -4.22993 -2.75776
38 Se -1.34250 1.52617 5.21085
39 P -2.35151 0.02262 -2.49999
40 C 0.26837 4.22392 1.72349
41 C -0.38246 2.84941 1.82045
42 P -1.50362 -2.91261 -2.09405
43 H 2.63789 2.96564 1.17246
44 Sb 0.41559 0.03733 4.42018
45 H -4.15267 0.21394 -3.58047
46 H 0.95113 4.34308 2.56786
47 C -1.77030 -1.74261 -4.55923

***

Of them, *w* has the highest stability.

***

*w*
DFT (ωB97M-V with the def2-TZVPD basis set) results for an isolated molecule of C4H8OSi.

Computed properties:
SMILES   C[C@H](O)C#C[SiH3]
LUMO   0.906 eV
Highest occupied orbital energy   -0.338 hartree

Cartesian coordinates (Å):
1 Si 3.20309 0.15428 -0.09127
2 H 3.73520 0.87803 0.96796
3 H -2.97483 -0.90569 -0.04567
4 C -1.94566 -0.94303 -0.11298
5 H -1.62145 -1.10597 -1.06424
6 H 3.55381 0.80329 -1.38423
7 H -1.64533 0.43344 1.64929
8 O -1.97744 1.48698 -0.25438
9 H -1.63239 -1.71489 0.43815
10 C -1.45471 0.38513 0.54553
11 H 3.58314 -1.27637 -0.03131
12 C 1.31276 0.25993 0.03335
13 C -0.00343 0.28459 0.48470
14 H -2.13276 1.26028 -1.13491

***

*x*
DFT (ωB97M-V with the def2-TZVPD basis set) results for an isolated molecule of C4H8OSi.

Computed properties:
SMILES   CC#CO[SiH2]C
LUMO   0.854 eV
Highest occupied orbital energy   -0.321 hartree

Cartesian coordinates (Å):
1 H -1.81199 -1.34764 -1.40165
2 H -0.58967 3.74446 1.28674
3 H 1.21334 -3.15258 -1.04810
4 C -0.01918 1.87295 0.92430
5 H 0.16631 -3.20529 -2.38950
6 H 0.80439 3.11827 2.46165
7 H -0.93859 2.66824 2.57316
8 C 0.63679 -2.46835 -1.68845
9 C -0.15624 2.96289 1.85100
10 C 0.05348 0.95735 0.16227
11 O 0.18234 0.00873 -0.69183
12 H -0.48790 -1.75061 0.77041
13 Si -0.56986 -1.47894 -0.66338
14 H 1.51678 -1.92948 -2.14661

***

Of them, *x* has the highest stability.

***

*w*
DFT (ωB97M-V with the def2-TZVPD basis set) results for a cluster of 2 separate species, C3H7OS2 in total.

Computed properties:
Charge   -1
LUMO   0.211 eV
Highest occupied orbital energy   -0.103 hartree

Cartesian coordinates (Å):
1 O 1.44459 -0.78083 -0.66933
2 H 1.11785 -1.44751 -1.28996
3 H -1.43027 -0.70083 1.98640
4 H -0.81219 1.30754 0.58036
5 C -0.67247 0.31690 0.13858
6 C -0.60586 -0.69447 1.26922
7 S 1.07090 3.24581 -0.65955
8 H 0.30248 -0.80470 1.87549
9 S -0.86529 -2.38200 0.37040
10 C 0.53749 0.27885 -0.77895
11 H 0.29131 0.44479 -1.82258
12 H -1.56848 0.00827 -0.38886
13 H 1.18995 1.20819 -0.61122

***

*x*
DFT (ωB97M-V with the def2-TZVPD basis set) results for the ion C3H7OS2 with charge -1.

Computed properties:
SMILES   [O-]CCCSS
Charge   -1
LUMO   3.035 eV
Highest occupied orbital energy   -0.097 hartree

Cartesian coordinates (Å):
1 C 0.12092 1.12809 0.31787
2 H -0.11597 -2.69597 -2.22849
3 C -0.19821 0.48318 1.74823
4 H 1.14435 -0.61330 -0.23600
5 H -0.63865 -0.81184 -0.17673
6 H -0.57660 1.80936 -0.16315
7 O -1.06584 -0.54509 1.84317
8 S 0.16717 0.16408 -2.34693
9 H 1.11436 1.60141 0.34357
10 H -0.48313 1.32715 2.47631
11 C 0.21831 -0.20218 -0.56187
12 H 0.78584 0.02154 2.02217
13 S -0.47256 -1.66645 -3.03816

***

Of them, *x* has the highest stability.

***

*w*
DFT (ωB97M-V with the def2-TZVPD basis set) results for a cluster of 2 separate species, C2H7PS2 in total.

Computed properties:
LUMO (alpha / beta)   -2.009 / -1.923 eV
Highest occupied orbital energy (alpha / beta)   -0.322 / -0.314 hartree

Cartesian coordinates (Å):
1 H 0.71477 2.48671 -0.00210
2 C -1.98203 -1.68633 -0.11818
3 H -2.48758 -2.41556 0.47936
4 S 1.45793 -1.51358 -0.12910
5 H -0.91610 -1.99436 -0.07734
6 H 1.59022 0.73023 1.97726
7 H 2.31896 1.89302 -0.29756
8 C 1.28180 1.61535 -0.40676
9 H -2.35652 -1.68768 -1.10945
10 P 0.92707 0.20681 0.71862
11 S -2.11916 -0.01938 0.45800
12 H 0.94647 1.44766 -1.43509

***

*x*
DFT (ωB97M-V with the def2-TZVPD basis set) results for a cluster of 2 separate species, C2H7PS2 in total.

Computed properties:
LUMO (alpha / beta)   -0.940 / -2.026 eV
Highest occupied orbital energy (alpha / beta)   -0.347 / -0.280 hartree

Cartesian coordinates (Å):
1 S 0.70202 1.08609 0.62167
2 H -0.03625 -1.54718 1.79670
3 H 0.62511 -1.89606 0.13210
4 H -0.83366 -0.08427 -0.95986
5 H 3.18881 1.32743 0.02622
6 C -0.62651 -0.16216 0.23153
7 S -0.60210 2.70194 -1.88141
8 H -1.70760 1.82323 -1.59839
9 H -1.63207 0.07460 0.59328
10 H -1.12852 -2.12415 0.77202
11 P 2.26181 0.34793 -0.38612
12 C -0.21103 -1.54741 0.65228

***

Of them, *w* has the highest stability.

***

*w*
DFT (ωB97M-V with the def2-TZVPD basis set) results for a cluster of 2 separate species, H5NO in total.

Computed properties:
SMILES   N.O
LUMO   0.997 eV
Highest occupied orbital energy   -0.381 hartree

Cartesian coordinates (Å):
1 H -0.95770 0.64737 -1.06880
2 N -0.07705 0.18849 -1.32277
3 O -0.13859 -0.28609 1.76748
4 H 0.23144 0.60451 -2.20730
5 H 0.61268 0.45340 -0.61233
6 H 0.19026 -0.72064 0.94818
7 H 0.13897 -0.88705 2.49554

***

*x*
DFT (ωB97M-V with the def2-TZVPD basis set) results for a cluster of 2 separate species, H5NO in total.

Computed properties:
SMILES   N.O
LUMO   0.809 eV
Highest occupied orbital energy   -0.357 hartree

Cartesian coordinates (Å):
1 H -0.46959 1.31834 -0.30523
2 H -0.02600 0.00911 0.58990
3 H 1.07813 -1.23757 -0.88812
4 O 1.18716 -0.41702 -0.35609
5 N -0.77575 0.69333 0.44728
6 H -1.58739 0.17667 0.09381
7 H 0.59344 -0.54287 0.41844

***

Of them, *w* has the highest stability.